{
  "formula": "C50H60Br53N3S2",
  "method": "ωB97M-V with the def2-TZVPD basis set",
  "species": ["C", "C", "C", "C", "C", "C", "C", "N", "C", "C", "C", "Br", "C", "C", "Br", "C", "C", "C", "C", "C", "C", "C", "C", "C", "C", "C", "C", "N", "C", "C", "C", "C", "S", "C", "S", "N", "C", "C", "C", "C", "H", "H", "H", "H", "H", "H", "H", "H", "H", "H", "H", "H", "H", "H", "H", "H", "H", "H", "H", "H", "H", "H", "H", "H", "H", "H", "H", "H", "H", "H", "H", "H", "H", "H", "H", "H", "H", "H", "H", "H", "H", "H", "H", "C", "Br", "Br", "Br", "H", "C", "Br", "Br", "Br", "H", "C", "Br", "Br", "Br", "H", "C", "Br", "Br", "Br", "H", "C", "Br", "Br", "Br", "H", "C", "Br", "Br", "Br", "H", "C", "Br", "Br", "Br", "H", "C", "Br", "Br", "Br", "H", "C", "Br", "Br", "Br", "H", "C", "Br", "Br", "Br", "H", "C", "Br", "Br", "Br", "H", "C", "Br", "Br", "Br", "H", "C", "Br", "Br", "Br", "H", "C", "Br", "Br", "Br", "H", "C", "Br", "Br", "Br", "H", "C", "Br", "Br", "Br", "H", "C", "Br", "Br", "Br", "H"],
  "xyz": [[-7.459, -0.504, 2.120], [-8.318, -1.861, 2.058], [-7.521, -3.169, 2.586], [-6.475, -3.761, 1.473], [-5.005, -3.571, 2.106], [-3.782, -4.030, 1.151], [-2.936, -2.755, 0.608], [-2.963, -2.520, -0.812], [-2.224, -1.338, -1.206], [-2.200, -0.953, -2.756], [-2.958, -1.921, -3.798], [-4.832, -1.583, -4.416], [-2.271, -3.087, -4.303], [-0.773, -3.489, -3.897], [-3.170, -4.299, -5.634], [-1.483, 0.316, -3.306], [-0.763, 1.231, -2.240], [-0.759, 0.842, -0.723], [-0.017, 1.795, 0.352], [0.473, 3.180, -0.262], [-0.508, 4.216, -0.937], [0.002, 5.566, -1.518], [1.518, 5.897, -1.413], [2.536, 4.905, -0.735], [1.998, 3.559, -0.171], [3.096, 2.577, 0.537], [-1.490, -0.454, -0.164], [-1.388, -0.665, 1.258], [-2.136, -1.834, 1.582], [-2.187, -2.223, 3.158], [-1.490, -3.634, 3.484], [-0.409, -3.552, 4.697], [1.207, -3.091, 3.911], [1.954, -1.627, 4.818], [1.388, -1.290, 6.359], [3.009, -0.918, 4.092], [3.808, -0.004, 4.959], [3.143, 1.433, 5.254], [2.527, -0.270, 2.830], [2.980, -1.261, 1.599], [-8.190, 0.356, 1.854], [-7.014, -0.263, 3.145], [-6.598, -0.457, 1.359], [-9.217, -1.718, 2.769], [-8.691, -2.119, 0.997], [-8.211, -3.988, 3.000], [-6.896, -2.802, 3.496], [-6.711, -4.872, 1.328], [-6.566, -3.204, 0.463], [-4.866, -4.072, 3.128], [-4.875, -2.429, 2.268], [-4.203, -4.570, 0.226], [-3.081, -4.805, 1.650], [-0.227, -4.018, -4.771], [-0.711, -4.206, -3.000], [-0.119, -2.573, -3.636], [-1.527, 0.546, -4.430], [-0.261, 2.184, -2.639], [-0.797, 2.042, 1.174], [0.811, 1.199, 0.885], [-1.626, 3.879, -0.968], [-0.763, 6.261, -1.997], [1.860, 6.916, -1.825], [3.620, 5.253, -0.696], [4.087, 3.120, 0.755], [2.632, 2.272, 1.547], [3.288, 1.616, -0.054], [-3.260, -2.132, 3.588], [-1.578, -1.419, 3.734], [-1.046, -4.138, 2.557], [-2.335, -4.342, 3.851], [-0.373, -4.612, 5.163], [-0.817, -2.794, 5.449], [4.819, 0.166, 4.414], [4.086, -0.564, 5.933], [2.101, 1.587, 4.813], [3.887, 2.252, 4.911], [3.065, 1.539, 6.401], [3.013, 0.739, 2.594], [1.368, -0.243, 2.764], [3.586, -2.167, 2.013], [2.106, -1.590, 0.948], [3.710, -0.674, 0.927], [-5.107, -7.267, -3.338], [-7.033, -7.177, -3.117], [-4.177, -6.231, -1.988], [-4.475, -9.099, -3.407], [-4.876, -6.814, -4.302], [2.084, -4.632, -0.267], [0.629, -3.356, -0.122], [2.276, -5.294, -2.082], [3.761, -3.927, 0.420], [1.819, -5.485, 0.356], [-7.094, -9.493, -7.046], [-5.954, -7.933, -7.231], [-7.662, -10.180, -8.769], [-6.261, -10.867, -5.959], [-7.992, -9.171, -6.519], [5.393, 8.419, -3.245], [3.921, 9.106, -4.307], [5.012, 8.501, -1.343], [5.915, 6.633, -3.805], [6.248, 9.071, -3.426], [6.389, -4.458, -2.222], [8.298, -4.504, -1.885], [5.753, -2.652, -2.533], [5.881, -5.659, -3.659], [5.897, -4.818, -1.318], [-4.421, 4.207, 1.481], [-4.967, 2.507, 2.243], [-2.689, 4.083, 0.607], [-5.773, 4.933, 0.295], [-4.312, 4.907, 2.309], [-5.911, 1.050, -7.080], [-7.333, 2.361, -6.935], [-5.710, 0.400, -8.897], [-4.237, 1.721, -6.367], [-6.199, 0.197, -6.467], [1.183, 4.496, 4.137], [-0.216, 5.835, 4.276], [1.362, 3.823, 2.322], [2.873, 5.145, 4.836], [0.881, 3.656, 4.762], [8.634, -6.556, 2.029], [7.272, -5.175, 2.095], [8.787, -7.332, 0.258], [10.344, -5.916, 2.687], [8.313, -7.353, 2.699], [-5.006, 7.799, 4.279], [-5.976, 8.052, 2.619], [-5.935, 6.592, 5.481], [-3.175, 7.237, 3.968], [-4.962, 8.769, 4.773], [8.639, 11.371, -1.987], [7.167, 12.058, -3.048], [8.258, 11.452, -0.086], [9.160, 9.586, -2.544], [9.493, 12.023, -2.168], [1.003, 0.713, -7.376], [-0.927, 0.780, -7.180], [1.918, 1.800, -6.050], [1.652, -1.115, -7.393], [1.242, 1.146, -8.347], [8.738, 15.072, -5.316], [6.940, 15.275, -4.615], [9.406, 16.728, -6.073], [9.956, 14.345, -3.991], [8.684, 14.350, -6.129], [6.144, 2.184, -4.218], [5.505, 0.367, -4.446], [5.610, 3.322, -5.696], [5.608, 2.928, -2.508], [7.233, 2.144, -4.221], [-5.206, 6.692, 9.313], [-3.503, 6.047, 9.981], [-6.691, 5.648, 9.997], [-5.441, 8.589, 9.650], [-5.195, 6.558, 8.231], [-6.919, -8.434, 0.885], [-6.318, -10.278, 0.854], [-8.712, -8.270, 1.608], [-5.661, -7.282, 1.810], [-6.960, -8.095, -0.150], [11.219, -10.542, 2.107], [11.768, -12.401, 2.179], [9.424, -10.294, 2.801], [12.498, -9.377, 2.984], [11.196, -10.256, 1.056]],
  "forces_ev_per_a": [[-0.53, 0.39, -0.76], [0.13, -0.78, 0.84], [0.71, 0.82, 0.01], [-0.07, 0.02, 1.27], [0.54, 0.75, -0.62], [0.33, 0.36, -0.80], [0.84, 1.22, -2.11], [2.01, 2.20, 4.09], [0.22, 0.55, -0.13], [0.80, 1.95, -0.07], [2.60, -2.55, -0.50], [1.80, -0.09, 0.91], [-0.83, 2.65, 1.37], [0.33, -0.09, -0.41], [0.99, 1.11, 1.39], [-0.93, -2.18, 4.46], [-1.49, -3.00, 1.59], [-0.61, -0.22, -2.79], [-1.15, 0.05, -0.43], [1.80, 2.80, -1.68], [3.77, -0.07, 0.04], [2.30, -3.01, 1.97], [-1.24, -2.64, 1.26], [-4.67, -0.18, -0.87], [-0.44, 1.53, -1.98], [-0.89, -0.18, -0.22], [0.83, 1.67, -2.16], [-3.48, -4.26, -3.22], [0.00, 0.65, 0.29], [0.98, 1.00, -0.31], [-0.96, -0.64, 0.69], [-1.63, -0.41, -0.59], [0.45, 1.42, 0.56], [-0.18, 0.05, 0.08], [0.89, -0.19, -1.49], [-2.22, 0.13, 1.87], [1.03, 0.33, 0.23], [0.97, 0.14, 1.05], [-0.26, -1.83, -2.53], [0.84, 0.94, 0.40], [1.34, -1.28, 0.43], [-0.76, -0.62, -1.26], [-1.28, -0.25, 1.04], [1.23, -0.19, -1.31], [0.47, 0.79, 1.62], [0.85, 1.24, -0.89], [-1.00, -0.71, -1.39], [0.45, 1.75, -0.03], [0.22, -0.86, 1.66], [-0.58, 0.62, -1.42], [-0.34, -1.88, -0.12], [0.65, 1.04, 1.31], [-1.08, 1.49, -0.66], [-1.18, 0.87, 1.30], [-0.48, 1.08, -1.31], [-1.39, -1.25, -0.38], [0.17, -0.36, 2.04], [-0.77, -1.70, 1.02], [1.25, -0.52, -1.30], [-1.11, 1.03, -1.03], [3.10, 0.75, -1.33], [1.38, -0.98, 0.75], [-0.41, -1.89, 0.75], [-1.61, -0.84, 0.11], [-1.62, -0.69, -0.47], [1.44, 0.04, -2.06], [-0.24, 1.48, 0.52], [1.81, -0.42, -0.94], [-0.95, -1.13, -1.24], [-0.48, 0.89, 1.26], [1.45, 1.00, -0.56], [0.36, 1.94, -0.60], [1.05, -1.03, -0.90], [-1.72, -0.31, 0.72], [-0.71, 0.98, -1.64], [1.55, -0.34, 0.45], [-1.52, -1.27, 0.38], [-0.08, -0.07, -1.83], [-0.81, -1.48, 1.11], [1.92, 0.40, 0.46], [-1.54, 2.09, -0.49], [1.29, 0.41, 1.13], [-1.02, -0.93, 0.81], [0.19, 0.02, -0.12], [0.32, -0.06, 0.03], [-0.23, -0.19, -0.28], [-0.06, 0.49, 0.23], [-0.08, -0.10, 0.25], [-0.03, -0.16, 0.06], [0.15, -0.41, -0.22], [0.00, 0.20, 0.35], [-0.28, -1.00, -0.69], [0.10, 0.25, -0.17], [-0.11, -0.04, 0.11], [-0.16, -0.29, 0.03], [0.17, 0.15, 0.33], [-0.27, 0.17, -0.42], [0.27, -0.08, -0.14], [0.16, 0.04, -0.05], [0.27, -0.17, 0.25], [0.04, -0.06, -0.40], [-0.21, 0.39, 0.16], [-0.24, -0.15, 0.07], [-0.05, -0.04, 0.11], [-0.40, 0.20, -0.25], [0.19, -0.35, 0.00], [0.16, 0.25, 0.23], [0.11, 0.09, -0.25], [-0.06, 0.04, 0.36], [0.08, 0.26, -0.17], [-2.00, 0.35, 1.60], [0.31, -0.25, 0.15], [-0.07, -0.17, -0.20], [-0.03, -0.13, 0.05], [0.32, -0.23, -0.05], [-0.01, 0.17, 0.36], [-0.34, -0.01, -0.17], [0.12, 0.23, -0.16], [-0.08, -0.39, 0.16], [0.41, -0.25, 0.03], [-1.06, 1.93, 2.59], [-0.33, 0.00, -0.16], [0.06, 0.32, -0.05], [0.02, -0.11, 0.07], [0.24, -0.22, -0.05], [0.02, 0.04, 0.43], [-0.38, -0.09, -0.19], [0.11, 0.22, -0.19], [0.01, 0.28, 0.05], [0.23, -0.13, 0.38], [0.14, 0.13, -0.29], [-0.54, 0.05, -0.05], [-0.01, -0.29, -0.12], [0.02, 0.06, 0.05], [0.24, -0.38, 0.31], [0.04, -0.06, -0.43], [-0.18, 0.30, 0.10], [-0.26, -0.17, 0.01], [0.09, 0.08, -0.07], [0.37, -0.02, -0.06], [-0.26, -0.29, -0.21], [-0.12, 0.35, 0.09], [-0.10, -0.15, 0.27], [-0.11, -0.08, -0.13], [0.38, 0.13, -0.18], [-0.13, -0.34, 0.22], [-0.11, 0.26, -0.23], [0.02, 0.19, 0.25], [0.11, -0.05, 0.03], [0.07, 0.42, 0.01], [0.07, -0.20, 0.31], [0.02, -0.16, -0.34], [-0.32, 0.01, -0.01], [0.04, -0.03, -0.12], [-0.36, 0.14, -0.10], [0.30, 0.22, -0.11], [0.05, -0.40, -0.05], [0.01, 0.07, 0.35], [0.00, -0.02, -0.16], [-0.12, 0.39, 0.04], [0.38, -0.02, -0.10], [-0.15, -0.43, -0.07], [0.03, -0.07, 0.27], [0.08, 0.07, -0.14], [-0.14, 0.38, 0.04], [0.33, -0.10, -0.04], [-0.27, -0.28, -0.14], [-0.02, -0.06, 0.31]],
  "mulliken_charge": [-0.766, -0.554, -0.687, 0.221, -0.744, 0.291, 0.419, -0.279, -0.429, 0.265, -0.350, -0.108, 0.292, -0.819, -0.211, -0.163, -0.981, 0.454, 0.557, 0.563, -0.089, -1.038, -0.462, -0.918, 0.295, -0.258, 0.622, -0.082, 0.214, -0.692, -0.564, -0.744, 0.045, 0.033, -0.202, 0.134, -0.803, -0.516, -0.307, -0.696, 0.313, 0.235, 0.120, 0.314, 0.281, 0.382, 0.224, -0.199, 0.313, 0.318, 0.061, -0.664, 0.286, 0.414, 0.081, 0.228, 0.061, 0.272, 0.395, -0.462, 0.490, 0.355, 0.227, 0.372, 0.366, -0.257, 0.252, 0.302, 0.410, 0.351, 0.187, 0.312, 0.413, 0.306, 0.445, 0.037, 0.235, 0.371, 0.011, 0.214, 0.312, -0.290, 0.402, -0.106, -0.050, 0.107, 0.014, 0.105, -0.506, 0.136, -0.045, 0.088, 0.530, -0.315, 0.001, -0.046, -0.008, 0.354, -0.046, -0.021, -0.008, 0.059, 0.006, -0.008, -0.065, 0.124, -0.043, -0.004, -0.065, -0.007, 0.214, -0.054, -0.067, -0.171, -0.030, -0.025, 0.016, 0.153, -0.512, -0.058, 0.331, -0.072, 0.377, -0.270, 0.011, 0.021, -0.006, 0.273, -0.467, -0.014, -0.017, 0.030, 0.432, -0.146, 0.054, 0.001, -0.018, 0.129, -0.433, 0.036, 0.051, -0.022, 0.381, -0.319, -0.040, -0.039, -0.001, 0.383, -0.368, -0.021, -0.060, 0.035, 0.394, 0.196, -0.005, -0.008, -0.009, -0.176, 0.150, -0.042, -0.016, 0.046, -0.134, -0.280, -0.035, -0.023, -0.002, 0.330],
  "max_force_ev_per_a": 6.4,
  "e_tot_ev": -3791194.6635,
  "homo_ev": -8.44,
  "homo_lumo_gap_ev": 7.358,
  "multiplicity": 1,
  "mol_weight_g_mol": 5002.097,
  "e_lumo_ha": -0.03988
}